The following is a quantum chemistry calculation of a single C3H6N2O2S molecule at a distorted geometry, from the OMol25 dataset.

* HOMO level: -9.08 eV
* LUMO: 0.61 eV
* strongest force on any atom: 0.0402 Eh/bohr
* SMILES: O=C(CS)N/C=N\O
* HOMO-LUMO gap: 0.3560 Ha

ORCA input file:
```
! wB97M-V def2-TZVPD RIJCOSX def2/J DEFGRID3
* xyz 0 1
O -1.3362 1.6819 0.7746
C -0.6546 0.8687 0.1943
C -1.0805 -0.5537 0.0375
S -2.8629 -0.7483 -0.2879
N 0.5901 1.1546 -0.3599
C 1.5607 0.2284 -0.8286
N 2.0458 -0.8011 -0.2775
O 1.5057 -0.9347 1.0298
H -0.9399 -1.0494 0.9863
H -0.4642 -1.0456 -0.6580
H -3.1014 0.2628 0.5169
H 0.7362 2.1238 -0.5881
H 1.9767 0.5311 -1.8051
H 2.0247 -1.7185 1.2658
*
```

The following is a quantum chemistry calculation of a single C3H6N2O2S molecule, from the OMol25 dataset.

* HOMO level: -9.34 eV
* LUMO: 0.77 eV
* strongest force on any atom: 0.0179 Eh/bohr
* SMILES: NC/C(=N/O)SC=O
* HOMO-LUMO gap: 0.3718 Ha

ORCA input file:
```
! wB97M-V def2-TZVPD RIJCOSX def2/J DEFGRID3
* xyz 0 1
N -0.4409 -1.5584 -0.8224
C -0.0879 -0.1842 -1.1206
C -0.3420 0.6997 0.0725
N -1.1254 1.6987 -0.0888
O -1.3177 2.4183 1.0672
S 0.2763 0.3014 1.6975
C 1.6977 -0.7123 1.3949
O 2.2862 -0.9206 0.3652
H -1.4188 -1.7006 -0.9255
H 0.0060 -2.1799 -1.4918
H 0.9692 -0.1470 -1.3946
H -0.6409 0.2717 -1.9442
H -1.9031 3.1401 0.8182
H 2.0413 -1.1269 2.3724
*
```

The following is a quantum chemistry calculation of a molecular structure, C3H6N2O2S at a distorted geometry, from the OMol25 dataset.

* HOMO level: -9.96 eV
* LUMO: 0.16 eV
* strongest force on any atom: 0.1242 Eh/bohr
* HOMO-LUMO gap: 0.3720 Ha

ORCA input file:
```
! wB97M-V def2-TZVPD RIJCOSX def2/J DEFGRID3
* xyz 0 1
C 0.4403 -1.5199 0.6937
C 1.2902 -0.8964 -0.4151
C -0.9250 1.7039 0.5915
N -0.9122 -1.1116 0.6095
N 0.4426 -0.0201 -1.1542
O 0.8328 -2.3311 1.4894
O -2.1093 0.1103 -1.2940
S -1.0194 0.1111 -0.3690
H 2.2314 -0.4076 -0.0563
H 1.7273 -1.8812 -0.8571
H -0.9575 2.3843 -0.1368
H -1.8395 1.5028 1.1700
H -0.0638 1.3993 1.1735
H 0.8621 0.9561 -1.4450
*
```

The following is a quantum chemistry calculation of a single C3H6N2O2S molecule at a distorted geometry, from the OMol25 dataset.

* HOMO level: -8.43 eV
* LUMO: -0.06 eV
* strongest force on any atom: 0.0831 Eh/bohr
* SMILES: N[C@H](C=S)O/N=C/O
* HOMO-LUMO gap: 0.3076 Ha

ORCA input file:
```
! wB97M-V def2-TZVPD RIJCOSX def2/J DEFGRID3
* xyz 0 1
N -1.1882 1.2326 0.1656
C -1.2290 0.2116 -0.7743
C -2.2431 -0.8151 -0.4021
S -3.5905 -0.7669 0.4934
O -0.0196 -0.3675 -1.2125
N 0.7684 -0.7773 -0.0952
C 1.9552 -1.0230 -0.3956
O 2.6676 -1.4406 0.5972
H -0.6216 1.9594 -0.2404
H -0.4338 0.8787 0.8710
H -1.7504 0.6152 -1.6604
H -2.1590 -1.8171 -0.9024
H 2.3619 -1.1894 -1.3453
H 2.0924 -1.5387 1.3241
*
```

> Which formula does entry 4 have?

C3H6N2O2S

> strongest force on any atom of number 3 (C3H6N2O2S)?

0.1242 Eh/bohr

> The lowest HOMO level belongs to which entry?

number 3